Record 1
Here is a structure of composition C25H22BrCl2IrN3OP from OMol25. Energies are from ωB97M-V/def2-TZVPD.

XYZ file:
```
56
Properties=species:S:1:pos:R:3:forces:R:3
Ir 0.116 0.405 -0.568 -0.32 0.66 -0.94
Br 0.176 0.983 6.580 0.00 -0.01 -0.01
C 0.296 1.304 4.723 -0.01 0.01 -0.03
C -0.406 2.379 4.161 0.01 -0.02 0.05
C -0.339 2.628 2.813 0.01 0.00 -0.05
C 0.410 1.800 1.957 -0.06 0.01 0.02
O 0.447 2.056 0.668 0.07 -0.06 0.05
C 1.134 0.721 2.537 0.01 -0.02 0.02
C 2.022 -0.109 1.775 0.01 0.02 0.02
N 2.037 -0.156 0.485 -0.23 -0.01 0.03
C 3.011 -0.837 -0.259 0.03 -0.01 0.09
C 4.204 -1.304 0.230 0.03 0.00 0.01
C 5.124 -1.962 -0.611 -0.01 0.01 0.06
C 4.856 -2.132 -1.936 -0.04 0.00 -0.06
C 3.648 -1.636 -2.481 0.05 -0.02 -0.02
C 3.319 -1.773 -3.848 0.05 -0.02 0.02
C 2.138 -1.272 -4.309 -0.07 0.04 -0.02
C 1.280 -0.626 -3.405 0.02 0.06 0.00
N 1.553 -0.466 -2.130 0.23 -0.40 0.21
C 2.727 -0.977 -1.644 -0.04 -0.04 -0.05
C 1.070 0.504 3.929 0.00 0.01 -0.03
H -1.003 3.015 4.801 0.00 0.00 0.00
H -0.875 3.458 2.375 0.00 0.00 0.01
H 2.723 -0.718 2.348 0.00 0.01 0.01
H 4.464 -1.156 1.269 0.00 0.00 0.00
H 6.053 -2.324 -0.191 0.00 0.00 0.00
H 5.559 -2.635 -2.587 0.00 0.00 0.00
H 4.009 -2.277 -4.511 0.00 0.00 0.00
H 1.849 -1.358 -5.346 0.00 0.00 0.00
H 0.340 -0.218 -3.745 -0.03 0.00 -0.01
H 1.636 -0.312 4.362 0.00 0.00 0.01
C -1.388 1.672 -4.001 -0.08 -0.11 -0.09
P -1.662 1.202 -2.258 0.21 0.51 -0.07
C -2.012 2.831 -1.516 -0.10 0.00 0.08
C -3.261 0.347 -2.287 0.03 -0.10 0.03
H -2.222 2.277 -4.361 -0.01 0.01 0.04
H -1.312 0.793 -4.641 -0.01 0.01 -0.02
H -0.471 2.256 -4.086 0.02 -0.03 0.01
H -3.033 3.147 -1.734 0.00 -0.01 -0.06
H -1.319 3.563 -1.933 0.03 -0.01 0.04
H -1.868 2.792 -0.438 -0.04 0.01 -0.01
H -3.953 0.889 -2.934 -0.01 0.01 0.01
H -3.670 0.303 -1.279 0.02 0.00 0.01
H -3.141 -0.670 -2.660 -0.01 0.00 0.00
Cl -3.739 1.526 1.652 -0.04 0.01 -0.01
C -3.292 -0.101 2.004 0.12 -0.03 -0.09
C -3.956 -0.817 2.970 -0.02 -0.02 0.04
C -3.569 -2.127 3.246 0.00 0.01 -0.01
C -2.516 -2.725 2.557 -0.03 -0.01 0.01
C -1.855 -2.015 1.584 -0.05 0.13 0.02
Cl -0.534 -2.718 0.730 0.07 -0.20 0.01
C -2.207 -0.666 1.270 -0.13 -0.12 0.03
N -1.530 0.020 0.374 0.29 -0.30 0.65
H -4.769 -0.356 3.511 0.00 0.00 0.00
H -4.091 -2.687 4.009 0.00 0.00 0.00
H -2.215 -3.738 2.781 0.00 0.00 -0.01
```
Forces are in eV/Å.

Its energy relative to the best compared isomer or geometry (same formula, charge and spin) is 0.273 eV. The gap between HOMO and LUMO (spin up / spin down) is 0.235 / 0.220 hartree. The LUMO energy (spin up / spin down) is -3.4802 / -4.6531 eV. As for the expectation value of S²: 8.818. The calculated total energy comes out at -5145.14685 Ha. The molar mass comes out at 754.47 g mol⁻¹. The calculation puts the HOMO energy (spin up / spin down) at -9.870 / -10.646 eV. Its charge is +1. As for the spin multiplicity: 6.

---

Record 2
Here is a cluster of 2 separate species, C5H12O in total from OMol25. Energies are from ωB97M-V/def2-TZVPD.

XYZ file:
```
18
Properties=species:S:1:pos:R:3:forces:R:3
C -1.245 0.889 -1.158 -3.18 -3.71 -0.28
C 0.031 1.223 -1.754 4.43 -0.33 -0.09
C 0.559 -0.049 -2.570 -0.11 -1.06 -0.36
H -1.164 -0.218 -0.795 -0.24 1.90 -0.56
H -1.684 1.358 -0.287 0.34 0.81 -0.12
H -2.038 0.794 -1.982 0.83 0.38 1.15
H 0.068 2.058 -2.466 -0.36 -0.01 0.30
H 0.827 1.494 -0.938 -1.30 -0.53 -1.35
H 1.609 -0.060 -2.933 -0.49 0.82 0.25
H -0.063 -0.203 -3.517 0.57 0.15 1.36
H 0.556 -1.048 -1.989 -0.55 1.65 -0.54
O -0.963 -0.532 1.522 3.62 -1.28 -0.41
C 0.210 -0.961 1.525 -3.22 2.46 5.00
C 1.178 -0.619 2.743 1.59 3.47 -0.38
H 0.577 -1.695 0.891 0.68 -1.25 -2.00
H 2.083 -1.238 2.921 -0.84 -0.20 -0.61
H 1.734 0.458 2.405 -1.54 -2.67 0.73
H 0.795 -0.347 3.799 -0.23 -0.62 -2.08
```
Forces are in eV/Å.

Its energy relative to the best compared isomer or geometry (same formula, charge and spin) is 2.480 eV. The gap between HOMO and LUMO is 0.397 hartree. The LUMO energy is 0.7032 eV. The calculated total energy comes out at -272.85751 Ha. The molar mass comes out at 88.15 g mol⁻¹. The calculation puts the HOMO energy at -10.100 eV. Its charge is 0. The SMILES is CC=O.CCC.

---

Record 3
Here is an isolated molecule of C3H5NO2 from OMol25. Energies are from ωB97M-V/def2-TZVPD.

XYZ file:
```
11
Properties=species:S:1:pos:R:3:forces:R:3
N -1.301 0.682 0.944 -0.10 0.06 -0.04
C -0.993 -0.371 0.152 -0.03 -0.06 0.00
O -1.797 -1.048 -0.463 0.34 0.16 0.30
C 0.500 -0.635 0.098 0.00 -0.15 0.05
C 1.270 0.006 -0.962 0.07 0.01 -0.29
O 1.360 0.463 0.384 0.05 0.19 0.13
H -0.552 1.240 1.324 -0.13 -0.01 -0.06
H -2.252 1.013 0.979 0.09 -0.05 0.00
H 0.857 -1.559 0.544 -0.26 -0.12 -0.26
H 2.153 -0.482 -1.370 -0.08 0.10 0.15
H 0.753 0.691 -1.631 0.06 -0.13 0.03
```
Forces are in eV/Å.

Its energy relative to the best compared isomer or geometry (same formula, charge and spin) is 1.364 eV. The gap between HOMO and LUMO is 0.402 hartree. The LUMO energy is 0.9746 eV. The calculated total energy comes out at -322.52421 Ha. The molar mass comes out at 87.08 g mol⁻¹. The calculation puts the HOMO energy at -9.968 eV. Its charge is 0. The SMILES is NC(=O)[C@H]1CO1.